# 1
The following is a quantum chemistry calculation of a molecular structure, C18H25ClN2Tc at a distorted geometry, from the OMol25 dataset.

The geometry in XYZ format:
```
47
Properties=species:S:1:pos:R:3
C -4.286 2.100 -2.927
C -5.294 1.290 -2.251
C -3.581 3.143 -2.205
C -3.935 1.829 -4.319
Cl -1.584 -1.065 -1.710
H -4.115 4.118 -2.344
H -2.543 3.187 -2.581
H -3.597 2.832 -1.149
H -6.304 1.750 -2.397
H -5.121 1.195 -1.162
H -5.310 0.260 -2.628
H -4.632 2.401 -4.991
H -4.006 0.755 -4.547
H -2.896 2.126 -4.558
C -1.004 0.272 2.329
C -0.637 1.359 1.511
C -1.647 1.502 0.458
H 0.095 2.095 1.831
C -2.627 0.452 0.728
C -2.164 -0.349 1.786
H -2.690 -1.231 2.182
H -0.494 0.032 3.249
H -1.875 2.427 -0.046
H -3.643 0.370 0.340
C 0.979 0.327 -2.359
C 1.892 0.396 -1.249
C 1.600 1.563 -0.484
H 2.661 -0.338 -1.018
C 0.520 2.257 -1.157
C 0.181 1.530 -2.338
H -0.567 1.820 -3.097
H 0.956 -0.486 -3.082
H 2.116 1.860 0.437
H 0.056 3.176 -0.833
Tc -0.238 0.310 -0.518
C 0.915 -3.073 -1.975
C 0.901 -2.941 -0.532
N 0.418 -1.970 0.236
C 0.599 -2.405 1.543
C 1.197 -3.633 1.520
N 1.380 -3.957 0.220
H 1.725 -2.430 -2.329
H 1.094 -4.140 -2.181
H -0.061 -2.717 -2.316
H 0.233 -1.832 2.374
H 1.530 -4.274 2.337
H 1.804 -4.781 -0.176
```

## Properties
- LUMO (alpha / beta) (Eh) = -0.309 / -0.309
- largest force on an atom (eV Å⁻¹) = 2.4
- ⟨S²⟩ = 3.79
- frontier orbital gap (alpha / beta) (eV) = 4.9 / 5.7
- multiplicity = 4
- charge = +2

# 2
The following is a quantum chemistry calculation of a molecular structure, C39H57FeN10O3Sb at a distorted geometry, from the OMol25 dataset.

The geometry in XYZ format:
```
111
Properties=species:S:1:pos:R:3
Fe 0.103 -0.168 0.626
O -5.504 -0.089 0.437
C -5.415 -1.416 0.601
C -6.593 -2.064 0.979
C -6.615 -3.418 1.238
C -5.443 -4.161 1.137
C -4.276 -3.531 0.765
C -4.225 -2.160 0.462
C -2.884 -1.656 0.082
O -1.932 -2.152 0.651
N -2.435 0.883 1.041
N -1.188 1.515 1.032
C -1.007 2.615 1.663
C 0.279 3.216 1.862
C 0.338 4.556 2.278
C 1.532 5.177 2.550
C 2.713 4.432 2.455
C 2.688 3.112 2.078
C 1.480 2.451 1.729
O 1.509 1.221 1.354
H -4.613 0.293 0.198
H -7.486 -1.460 1.066
H -7.543 -3.896 1.523
H -5.448 -5.224 1.340
H -3.358 -4.098 0.667
H -1.849 3.135 2.127
H -0.592 5.111 2.360
H 1.564 6.219 2.838
H 3.664 4.902 2.675
H 3.608 2.544 2.009
C -4.627 -0.904 -2.455
N -3.240 -0.563 -2.239
C -2.665 0.127 -3.379
C -2.553 -0.502 -0.975
N -1.128 -0.522 -1.181
C -0.617 -1.611 -1.853
C -1.353 -2.632 -2.503
C -0.768 -3.514 -3.396
C 0.589 -3.446 -3.665
C 1.363 -2.591 -2.895
C 0.796 -1.758 -1.937
N 1.608 -1.027 -1.053
C 2.642 -1.567 -0.468
N 2.816 -2.901 -0.158
C 1.715 -3.838 -0.063
C 4.124 -3.525 -0.234
N 3.708 -0.772 -0.086
C 4.059 -0.758 1.333
C 3.797 0.544 -0.708
N -3.002 0.738 -0.237
C -2.976 1.977 -1.014
C -3.392 1.212 2.089
H -4.727 -1.213 -3.498
H -5.321 -0.070 -2.286
H -4.938 -1.746 -1.845
H -2.571 -0.569 -4.221
H -1.674 0.496 -3.134
H -3.288 0.972 -3.700
H -2.413 -2.715 -2.319
H -1.385 -4.248 -3.901
H 1.046 -4.082 -4.411
H 2.441 -2.576 -3.020
H 0.797 -3.321 0.206
H 1.950 -4.563 0.722
H 1.543 -4.379 -0.995
H 4.882 -2.772 -0.424
H 4.142 -4.259 -1.047
H 4.361 -4.045 0.699
H 3.965 -1.756 1.757
H 3.406 -0.071 1.882
H 5.094 -0.431 1.444
H 3.649 0.440 -1.782
H 4.798 0.939 -0.526
H 3.054 1.235 -0.309
H -3.729 1.929 -1.799
H -1.997 2.173 -1.453
H -3.233 2.802 -0.347
H -4.021 0.341 2.261
H -4.035 2.070 1.858
H -2.833 1.418 3.001
N -1.151 -2.971 3.503
C 0.028 -3.540 3.088
C 0.767 -2.517 2.580
N 0.058 -1.341 2.669
C -1.091 -1.656 3.219
H -1.942 -3.463 3.878
H 0.226 -4.593 3.182
H 1.764 -2.536 2.171
H -1.889 -0.966 3.438
C 2.860 4.400 -1.401
C 2.509 3.524 -2.599
Sb 0.770 2.220 -2.224
C 1.222 0.952 -3.949
C 1.394 1.667 -5.283
C -0.540 3.578 -3.372
C -0.943 4.802 -2.554
H 3.712 5.050 -1.623
H 3.116 3.798 -0.531
H 2.021 5.039 -1.116
H 3.355 2.882 -2.858
H 2.281 4.147 -3.466
H 0.427 0.209 -4.013
H 2.132 0.413 -3.682
H 0.452 2.100 -5.620
H 1.728 0.963 -6.050
H 2.136 2.465 -5.216
H -1.425 3.022 -3.695
H 0.002 3.889 -4.266
H -1.482 4.520 -1.646
H -1.587 5.470 -3.132
H -0.061 5.370 -2.250
```

## Properties
- LUMO (alpha / beta) (Eh) = 0.012 / 0.012
- largest force on an atom (eV Å⁻¹) = 1.6
- ⟨S²⟩ = 6.01
- frontier orbital gap (alpha / beta) (eV) = 6.8 / 6.8
- energy relative to the best compared isomer or geometry (same formula, charge and spin) (kcal per mole) = 75.50
- multiplicity = 5
- charge = 0

# 3
The following is a quantum chemistry calculation of 2 unconnected molecules or ions with the total composition C3H8NO at a distorted geometry, from the OMol25 dataset.

The geometry in XYZ format:
```
13
Properties=species:S:1:pos:R:3
C 2.057 -0.824 -1.519
O 0.984 -0.043 -0.964
H 1.608 -1.609 -2.173
H 2.619 -0.243 -2.184
H 2.665 -1.192 -0.727
C -1.804 -0.245 0.229
C -0.214 0.936 1.358
N -1.403 0.440 1.434
H -2.263 -1.206 0.567
H -0.953 -0.361 -0.460
H -2.574 0.347 -0.300
H 0.339 1.349 2.186
H 0.277 0.976 0.351
```

## Properties
- LUMO (Eh) = 0.171
- largest force on an atom (eV Å⁻¹) = 4.2
- frontier orbital gap (eV) = 7.2
- energy relative to the best compared isomer or geometry (same formula, charge and spin) (kcal per mole) = 38.52
- charge = -1

# 4
The following is a quantum chemistry calculation of 8 unconnected molecules or ions with the total composition C46H106F2N8O6S2 at a distorted geometry, from the OMol25 dataset.

The geometry in XYZ format:
```
170
Properties=species:S:1:pos:R:3
C -6.600 -24.826 -22.200
C -6.604 -23.791 -21.124
O -5.754 -23.530 -20.356
N -7.914 -22.900 -21.145
H -7.955 -22.552 -22.102
H -8.651 -23.565 -20.905
C -7.930 -21.777 -20.103
H -5.898 -25.595 -21.877
H -6.172 -24.410 -23.117
H -7.581 -25.250 -22.409
H -6.998 -21.232 -20.218
H -7.844 -22.264 -19.135
H -8.878 -21.268 -20.228
C -5.246 -15.830 -16.766
C -5.073 -16.887 -15.732
O -5.748 -17.846 -15.599
N -3.943 -16.595 -14.707
H -3.067 -16.733 -15.222
H -4.045 -15.591 -14.534
C -3.954 -17.436 -13.480
H -4.750 -14.880 -16.573
H -6.323 -15.687 -16.861
H -4.888 -16.203 -17.728
H -4.653 -17.078 -12.729
H -3.005 -17.257 -12.968
H -4.023 -18.474 -13.779
C -3.610 -20.225 -20.670
C -3.457 -21.305 -21.760
C -2.799 -20.695 -22.982
N -2.075 -21.641 -23.898
C -2.819 -22.916 -24.197
C -0.704 -22.024 -23.350
C 0.310 -21.891 -24.478
C -0.488 -21.537 -25.748
C -1.771 -20.952 -25.219
H -4.275 -20.607 -19.897
H -4.069 -19.353 -21.149
H -2.676 -19.843 -20.263
H -4.482 -21.657 -21.882
H -2.843 -22.142 -21.419
H -2.120 -19.862 -22.801
H -3.536 -20.199 -23.627
H -3.862 -22.762 -23.916
H -2.449 -23.753 -23.620
H -2.790 -23.130 -25.260
H -0.727 -23.030 -22.931
H -0.467 -21.484 -22.431
H 0.933 -22.772 -24.600
H 0.972 -21.061 -24.229
H -0.724 -22.468 -26.264
H 0.107 -20.882 -26.374
H -2.651 -21.032 -25.859
H -1.735 -19.872 -25.055
C -18.334 -14.657 -15.116
C -16.944 -15.283 -14.959
C -16.381 -15.807 -16.251
N -15.027 -16.526 -16.143
C -15.211 -17.810 -15.421
C -14.027 -15.631 -15.415
C -12.755 -15.613 -16.269
C -13.334 -15.657 -17.679
C -14.425 -16.702 -17.528
H -19.096 -15.398 -15.335
H -18.311 -13.773 -15.748
H -18.576 -14.278 -14.120
H -17.030 -16.101 -14.232
H -16.312 -14.592 -14.400
H -16.188 -14.977 -16.937
H -17.021 -16.516 -16.774
H -14.338 -18.443 -15.567
H -16.067 -18.321 -15.862
H -15.414 -17.649 -14.369
H -13.806 -16.077 -14.447
H -14.423 -14.636 -15.256
H -12.037 -16.390 -16.025
H -12.308 -14.627 -16.133
H -12.592 -15.984 -18.409
H -13.761 -14.720 -18.044
H -13.876 -17.645 -17.420
H -15.169 -16.898 -18.295
C -11.951 -14.955 -21.885
C -10.576 -15.023 -21.215
C -9.992 -13.632 -21.010
N -8.852 -13.566 -20.043
C -7.727 -14.447 -20.494
C -8.346 -12.110 -19.932
C -8.312 -11.758 -18.444
C -8.451 -13.067 -17.689
C -9.253 -13.947 -18.642
H -11.869 -14.505 -22.873
H -12.636 -14.402 -21.242
H -12.346 -15.958 -22.045
H -9.916 -15.491 -21.955
H -10.575 -15.667 -20.333
H -10.760 -12.901 -20.748
H -9.576 -13.234 -21.939
H -6.898 -14.291 -19.807
H -7.391 -14.130 -21.479
H -8.107 -15.464 -20.487
H -7.358 -12.134 -20.381
H -8.995 -11.428 -20.472
H -7.364 -11.287 -18.192
H -9.100 -11.042 -18.220
H -7.501 -13.567 -17.464
H -8.924 -13.096 -16.707
H -9.096 -15.017 -18.515
H -10.309 -13.728 -18.481
C -14.315 -24.118 -20.380
C -13.254 -23.071 -20.793
C -13.222 -23.003 -22.303
N -12.465 -21.795 -22.853
C -11.065 -21.823 -22.367
C -13.063 -20.479 -22.467
C -12.433 -19.437 -23.394
C -12.206 -20.227 -24.693
C -12.501 -21.703 -24.357
H -13.926 -25.115 -20.588
H -15.195 -24.014 -21.017
H -14.622 -24.033 -19.344
H -12.300 -23.436 -20.405
H -13.485 -22.110 -20.335
H -14.222 -22.924 -22.726
H -12.695 -23.836 -22.770
H -10.593 -22.737 -22.734
H -11.011 -21.790 -21.280
H -10.480 -20.971 -22.712
H -13.016 -20.240 -21.406
H -14.134 -20.526 -22.683
H -11.530 -19.038 -22.934
H -13.134 -18.612 -23.497
H -11.183 -20.140 -25.059
H -12.834 -19.917 -25.524
H -11.743 -22.375 -24.754
H -13.479 -21.985 -24.739
C -4.316 -22.284 -16.197
C -5.382 -21.761 -15.249
C -6.751 -22.040 -15.799
N -7.918 -21.704 -14.870
C -7.881 -20.233 -14.546
C -7.809 -22.498 -13.544
C -9.234 -22.729 -13.106
C -9.887 -23.086 -14.429
C -9.248 -22.111 -15.441
H -3.309 -22.016 -15.878
H -4.425 -21.907 -17.216
H -4.301 -23.376 -16.230
H -5.220 -20.677 -15.202
H -5.226 -22.091 -14.223
H -6.936 -23.053 -16.159
H -7.033 -21.354 -16.607
H -8.819 -20.083 -14.012
H -7.975 -19.671 -15.477
H -7.015 -20.018 -13.937
H -7.027 -22.006 -12.975
H -7.366 -23.440 -13.879
H -9.697 -21.877 -12.613
H -9.204 -23.573 -12.418
H -10.967 -22.980 -14.503
H -9.649 -24.102 -14.749
H -9.846 -21.204 -15.473
H -9.259 -22.520 -16.449
N -8.978 -19.816 -17.834
S -8.317 -18.460 -18.307
O -8.224 -17.442 -17.303
O -8.502 -17.975 -19.638
F -6.818 -19.047 -18.321
S -10.598 -19.394 -18.097
O -11.203 -20.254 -19.066
O -10.964 -18.025 -18.209
F -11.220 -19.889 -16.747
```

## Properties
- LUMO (Eh) = -0.437
- largest force on an atom (eV Å⁻¹) = 4.0
- frontier orbital gap (eV) = 9.3
- energy relative to the best compared isomer or geometry (same formula, charge and spin) (kcal per mole) = 12.90
- charge = +6

# 5
The following is a quantum chemistry calculation of a gas-phase ion, C4H8N3 (charge +1) at a distorted geometry, from the OMol25 dataset.

The geometry in XYZ format:
```
15
Properties=species:S:1:pos:R:3
C -2.068 0.628 -0.100
C 0.183 0.714 -0.108
C 1.565 1.017 0.161
C 0.255 -1.998 -0.118
N -1.742 -0.609 -0.181
N -0.908 1.400 -0.116
N -0.437 -0.776 -0.228
H -2.964 1.064 -0.233
H 1.698 2.115 0.496
H 1.725 0.501 1.223
H 2.342 0.730 -0.435
H -0.522 -2.822 -0.369
H 1.144 -2.099 -0.875
H 0.599 -2.222 0.833
H -0.870 2.358 0.049
```

## Properties
- LUMO (Eh) = -0.150
- largest force on an atom (eV Å⁻¹) = 7.4
- frontier orbital gap (eV) = 10.3
- energy relative to the best compared isomer or geometry (same formula, charge and spin) (kcal per mole) = 78.22
- charge = +1

# 6
The following is a quantum chemistry calculation of C2H5FO in the gas phase at a distorted geometry, from the OMol25 dataset.

The geometry in XYZ format:
```
9
Properties=species:S:1:pos:R:3
C -0.550 -0.869 -0.218
C 0.525 0.067 0.011
O -0.202 1.558 0.446
F 1.307 -0.264 1.068
H -0.441 -1.855 -0.544
H -1.208 -0.866 0.744
H -1.232 -0.399 -0.976
H 1.176 0.498 -0.870
H 0.626 2.130 0.339
```

## Properties
- LUMO (Eh) = 0.036
- largest force on an atom (eV Å⁻¹) = 5.2
- frontier orbital gap (eV) = 11.8
- energy relative to the best compared isomer or geometry (same formula, charge and spin) (kcal per mole) = 22.50
- charge = 0